{"formula": "C9H22CaNO5", "method": "wB97M-V/def2-TZVPD", "fmax_ev_per_a": 3.31, "e_lumo_ev": -4.6, "relative_energy_kcal_mol": 107.1, "total_charge": 1, "gap_ev": 5.36, "homo_ev": -10.0, "elements": ["Ca", "C", "C", "O", "O", "H", "H", "H", "C", "O", "H", "H", "H", "H", "C", "O", "C", "C", "N", "C", "C", "O", "C", "H", "H", "H", "H", "H", "H", "H", "H", "H", "H", "H", "H", "H", "H", "H"], "coordinates": [[-0.6267, 0.4033, 0.8363], [-0.9611, 3.1533, -4.0587], [-0.9504, 2.3324, -2.7311], [-1.8002, 2.5197, -1.8699], [-0.0180, 1.5536, -2.5168], [-1.6472, 3.9957, -3.9709], [-1.2621, 2.5088, -4.8847], [0.0481, 3.4914, -4.2937], [1.9169, 4.0726, 1.3007], [0.6115, 3.5912, 1.5958], [1.9610, 4.8571, 0.5453], [2.3733, 4.4292, 2.2241], [2.5935, 3.2723, 1.0012], [0.1043, 4.3158, 1.9691], [-3.6545, -1.1959, -0.4476], [-2.2459, -1.3671, -0.3353], [-1.9295, -2.6778, -0.7774], [-0.4182, -2.7886, -0.8612], [0.0663, -2.4357, 0.4503], [1.5281, -2.5053, 0.4489], [2.0800, -1.9948, 1.7914], [1.7238, -0.6242, 1.8847], [2.1880, -0.0913, 3.0998], [-4.2621, -1.8949, 0.1272], [-4.0038, -1.1521, -1.4791], [-3.9622, -0.1795, -0.2019], [-2.3145, -2.9352, -1.7642], [-2.3891, -3.4527, -0.1639], [0.0576, -2.2096, -1.6527], [-0.1586, -3.8155, -1.1184], [-0.2258, -3.1704, 1.0788], [1.9173, -1.8915, -0.3634], [1.7927, -3.5579, 0.3488], [3.1653, -2.0940, 1.7717], [1.7448, -2.6304, 2.6110], [3.2747, -0.0411, 3.1681], [1.8599, -0.7069, 3.9373], [1.8231, 0.9161, 3.3004]]}



{"formula": "C4H14NO2", "method": "wB97M-V/def2-TZVPD", "fmax_ev_per_a": 3.96, "e_lumo_ev": [-9.5, -13.6], "spin_multiplicity": 2, "relative_energy_kcal_mol": 27.8, "total_charge": 2, "gap_ev": [8.80, 4.73], "s_squared": 0.752, "homo_ev": [-18.3, -18.3], "elements": ["C", "C", "C", "C", "N", "H", "H", "H", "H", "H", "H", "H", "H", "H", "H", "H", "H", "O", "H", "H", "O"], "coordinates": [[1.3534, -0.0035, -0.5779], [1.4972, 1.4927, -0.2112], [0.2605, 2.2788, -0.0030], [-0.6669, 1.9328, 0.9370], [0.2258, -0.1546, -1.5514], [2.2784, -0.4607, -0.8828], [1.0648, -0.5276, 0.3537], [2.1801, 1.7759, 0.5781], [2.1263, 2.0247, -0.9966], [0.1894, 3.2495, -0.5531], [-1.5810, 2.3791, 1.2708], [-0.4668, 0.9659, 1.4313], [0.6239, 0.2082, -2.4027], [0.0936, -1.2088, -1.5914], [-0.7145, 0.2413, -1.3749], [-1.7133, -1.4567, 2.3576], [-1.2442, -2.9642, 2.5338], [-1.7639, -2.3658, 1.9866], [-1.4178, -3.0867, -0.8858], [-1.4230, -1.9956, 0.1801], [-0.9021, -2.3248, -0.5983]]}



{"formula": "C3H6N3O", "method": "wB97M-V/def2-TZVPD", "fmax_ev_per_a": 6.29, "e_lumo_ev": -3.8, "relative_energy_kcal_mol": 56.6, "total_charge": 1, "gap_ev": 9.59, "homo_ev": -13.4, "elements": ["O", "C", "N", "C", "N", "C", "N", "H", "H", "H", "H", "H", "H"], "coordinates": [[2.4407, -0.4820, -0.4688], [2.0490, 0.5505, -0.0430], [0.4269, 0.3979, 0.7370], [0.0032, -1.0121, 0.3929], [-1.3133, -0.8195, -0.2228], [-1.5172, 0.4519, -0.3840], [-0.5210, 1.1416, 0.0709], [2.3343, 1.5276, 0.0684], [0.0447, -1.5446, 1.2470], [0.5992, -1.5911, -0.2906], [-1.9086, -1.5348, -0.5471], [-2.3443, 0.8100, -0.8116], [-0.2936, 2.1047, 0.2519]]}



{"formula": "C5H11N3", "method": "wB97M-V/def2-TZVPD", "fmax_ev_per_a": 3.89, "e_lumo_ev": 1.1, "relative_energy_kcal_mol": 108.5, "gap_ev": 8.80, "homo_ev": -7.7, "elements": ["N", "C", "C", "N", "C", "C", "N", "C", "H", "H", "H", "H", "H", "H", "H", "H", "H", "H", "H"], "coordinates": [[-2.8770, -0.0353, 0.3356], [-1.7178, -0.3037, -0.5018], [-0.4399, 0.5283, -0.7001], [0.1922, 1.5830, -0.0586], [1.6180, 1.0058, -0.0486], [1.8694, -0.5677, 0.2480], [0.7700, -1.4536, -0.3315], [-0.4025, -0.7730, 0.1110], [-2.6996, -0.2471, 1.3661], [-3.3548, 0.8600, 0.0155], [-2.1736, -0.6733, -1.3938], [-0.2954, 0.3336, -1.7579], [-0.2350, 1.7590, 0.8971], [2.3175, 1.4438, 0.5883], [2.0733, 1.1282, -1.0346], [1.7580, -0.7942, 1.3076], [2.9289, -0.8363, -0.0816], [1.1006, -2.5180, -0.2190], [-0.4323, -0.4397, 1.2582]]}



{"formula": "C29H54N6O2P2S2SbW", "method": "wB97M-V/def2-TZVPD", "fmax_ev_per_a": 1.02, "e_lumo_ev": [-2.4, -2.7], "spin_multiplicity": 3, "relative_energy_kcal_mol": 29.0, "total_charge": 1, "gap_ev": [6.22, 5.83], "s_squared": 2.066, "homo_ev": [-8.6, -8.5], "elements": ["W", "C", "N", "C", "C", "N", "C", "P", "C", "N", "C", "C", "N", "C", "C", "N", "C", "C", "N", "C", "H", "H", "H", "H", "H", "H", "H", "H", "H", "H", "H", "H", "H", "H", "H", "C", "C", "C", "O", "P", "S", "S", "O", "C", "C", "C", "H", "H", "H", "H", "H", "H", "H", "H", "H", "H", "H", "H", "H", "H", "C", "C", "C", "C", "C", "H", "H", "H", "H", "H", "H", "H", "H", "H", "H", "C", "C", "Sb", "C", "C", "C", "C", "H", "H", "H", "H", "H", "H", "H", "H", "H", "H", "H", "H", "H", "H", "H"], "coordinates": [[-0.3721, 0.6877, 0.4124], [5.0088, -0.4970, -0.3866], [3.5963, -0.7188, -0.1025], [2.9892, -1.9351, 0.0152], [1.6699, -1.7042, 0.2464], [1.4496, -0.3420, 0.2628], [2.6359, 0.2346, 0.0378], [2.8850, 1.9745, -0.3717], [1.9080, 2.7642, 0.9373], [0.6870, 2.3732, 1.2820], [0.2066, 3.3091, 2.1711], [1.1569, 4.2611, 2.3624], [2.2298, 3.9044, 1.5881], [3.4590, 4.6809, 1.4414], [1.5969, 2.0289, -1.6414], [0.3681, 1.5156, -1.5083], [-0.1710, 1.4851, -2.7756], [0.7304, 1.9955, -3.6579], [1.8422, 2.3348, -2.9408], [3.0608, 2.9185, -3.4881], [5.5435, -1.4267, -0.2144], [5.4111, 0.2664, 0.2747], [5.1535, -0.1919, -1.4220], [3.5403, -2.8571, -0.0561], [0.8628, -2.4014, 0.3858], [-0.7693, 3.2205, 2.6160], [1.1655, 5.1415, 2.9814], [3.6161, 5.2555, 2.3497], [3.3832, 5.3597, 0.5939], [4.3014, 4.0106, 1.2971], [-1.1338, 1.0536, -2.9830], [0.6667, 2.1420, -4.7225], [2.8241, 3.3710, -4.4467], [3.8267, 2.1578, -3.6335], [3.4406, 3.6890, -2.8222], [-3.9958, -1.6385, -7.3438], [-4.3641, -0.8205, -6.1221], [-3.8261, 0.5978, -6.1874], [-3.9593, -1.5175, -4.9201], [-2.4854, -1.3490, -4.2543], [-2.9057, -2.4202, -2.4933], [-1.4115, -1.1555, -1.1202], [-1.6690, -2.4058, -5.2059], [-0.2377, -2.2842, -5.2751], [0.1815, -2.8703, -6.6060], [0.4257, -2.9799, -4.0997], [-4.3721, -1.1510, -8.2454], [-4.4270, -2.6368, -7.2799], [-2.9132, -1.7419, -7.4242], [-5.4499, -0.7784, -6.0294], [-2.7444, 0.6088, -6.3397], [-4.0518, 1.1466, -5.2719], [-4.2903, 1.1182, -7.0264], [0.0188, -1.2160, -5.2510], [-0.0980, -3.9241, -6.6513], [1.2622, -2.7909, -6.7357], [-0.3070, -2.3500, -7.4298], [0.1161, -4.0255, -4.0598], [0.1540, -2.5147, -3.1510], [1.5120, -2.9384, -4.2118], [-3.4158, 1.2480, -1.6025], [-3.3843, 0.7375, -0.1625], [-4.7663, 0.2065, 0.2109], [-2.9952, 1.9198, 0.7383], [-2.3179, -0.3509, 0.1170], [-4.3313, 1.8256, -1.7528], [-3.4128, 0.4301, -2.3227], [-2.5770, 1.9135, -1.8097], [-5.5336, 0.9711, 0.0653], [-4.8006, -0.1168, 1.2541], [-5.0159, -0.6509, -0.4174], [-3.5326, 2.8385, 0.4911], [-1.9211, 2.1734, 0.5629], [-3.1395, 1.6948, 1.7929], [-2.6638, -1.0416, 0.8851], [1.3705, -2.4996, 3.7038], [-0.1241, -2.2148, 3.5928], [-0.7413, -0.2538, 2.9760], [-2.7436, -0.5577, 3.6804], [-2.9265, -0.3033, 5.1755], [0.0761, 0.8658, 4.6157], [1.5732, 1.1610, 4.4794], [1.5416, -3.5103, 4.0800], [1.8619, -1.8174, 4.3968], [1.8767, -2.4167, 2.7435], [-0.6070, -2.3418, 4.5646], [-0.6126, -2.9062, 2.9026], [-2.9718, -1.5971, 3.4337], [-3.4195, 0.0582, 3.0903], [-2.2531, -0.9139, 5.7803], [-3.9442, -0.5446, 5.4863], [-2.7449, 0.7405, 5.4360], [-0.1291, 0.2980, 5.5236], [-0.4950, 1.7936, 4.6867], [2.1736, 0.2647, 4.6284], [1.8977, 1.8922, 5.2227], [1.8281, 1.5591, 3.4951]]}



{"formula": "C5H9NO2", "method": "wB97M-V/def2-TZVPD", "fmax_ev_per_a": 0.60, "e_lumo_ev": 0.4, "relative_energy_kcal_mol": 93.6, "gap_ev": 9.78, "homo_ev": -9.4, "elements": ["C", "C", "C", "C", "O", "H", "H", "H", "H", "H", "H", "H", "H", "N", "C", "O", "H"], "coordinates": [[-0.3663, 0.0620, -0.9403], [0.8575, -1.5873, 0.9795], [-1.7859, 0.0951, -0.3798], [1.3457, -0.6542, -0.0729], [2.2402, -0.6661, -0.8235], [-0.2057, 0.7070, -1.8002], [-0.1960, -0.9484, -1.3304], [-0.0012, -1.1932, 1.5081], [1.6800, -1.7380, 1.6789], [0.6075, -2.5323, 0.4932], [-1.8707, -0.4728, 0.5506], [-2.1051, 1.1165, -0.1837], [-2.4855, -0.3536, -1.0909], [0.0272, 2.4914, -0.1698], [0.5357, 1.4312, 0.2273], [1.3342, 0.9331, 1.0369], [0.3882, 3.3095, 0.3168]]}



{"formula": "C7H15NO", "method": "wB97M-V/def2-TZVPD", "fmax_ev_per_a": 3.64, "e_lumo_ev": 0.9, "relative_energy_kcal_mol": 52.4, "gap_ev": 9.97, "homo_ev": -9.0, "elements": ["C", "C", "C", "C", "O", "C", "C", "C", "N", "H", "H", "H", "H", "H", "H", "H", "H", "H", "H", "H", "H", "H", "H", "H"], "coordinates": [[-0.0649, 1.9546, -1.6877], [0.8183, 0.9309, -1.6452], [1.7661, 0.6412, -0.5347], [0.9033, 0.3147, 0.6950], [0.5133, 1.4847, 1.3497], [-0.5051, -0.6472, 0.5411], [-0.7547, -1.1644, 1.9584], [-0.2947, -1.8215, -0.4150], [-1.5530, 0.2561, 0.1781], [0.1033, 2.8327, -1.0813], [-0.6619, 2.1057, -2.5739], [0.7258, 0.1445, -2.3862], [2.3939, -0.2153, -0.7780], [2.3720, 1.5187, -0.2975], [1.5154, -0.2765, 1.3846], [-0.4315, 1.6161, 1.1606], [-0.8288, -0.3329, 2.6561], [-1.6842, -1.7329, 1.9858], [0.0555, -1.8166, 2.2804], [-1.1357, -2.5133, -0.3360], [-0.2412, -1.5003, -1.4540], [0.6084, -2.3730, -0.1682], [-1.2289, 0.8413, -0.7376], [-2.3908, -0.2477, -0.0943]]}



{"formula": "C2HNO2S", "method": "wB97M-V/def2-TZVPD", "fmax_ev_per_a": 3.32, "e_lumo_ev": 0.2, "relative_energy_kcal_mol": 129.8, "gap_ev": 9.16, "homo_ev": -8.9, "elements": ["C", "C", "N", "O", "O", "S", "H"], "coordinates": [[-0.8451, -0.4584, -0.2554], [1.1079, -0.2994, 0.8194], [-0.1920, -0.8442, 0.6953], [-0.1432, 0.2897, -1.2897], [0.8133, 1.2414, 0.9169], [1.1209, 0.8744, -0.5413], [-1.8618, -0.8035, -0.3453]]}



{"formula": "C5H8OS", "method": "wB97M-V/def2-TZVPD", "fmax_ev_per_a": 2.16, "e_lumo_ev": 0.9, "relative_energy_kcal_mol": 28.5, "gap_ev": 9.58, "homo_ev": -8.7, "elements": ["S", "C", "C", "C", "O", "C", "C", "H", "H", "H", "H", "H", "H", "H", "H"], "coordinates": [[-2.3763, -0.6166, -0.0001], [-1.1972, 0.7505, 0.0005], [0.0783, 0.7850, 0.7440], [0.7308, -0.5069, 1.1543], [0.6881, -1.3544, 0.0010], [0.7126, -0.5251, -1.1706], [0.1066, 0.7935, -0.7558], [-1.4163, -1.5443, 0.0158], [-1.7523, 1.6961, -0.0179], [0.3112, 1.6733, 1.3912], [1.7171, -0.3712, 1.4897], [0.2214, -1.0320, 1.9732], [0.1179, -1.0515, -1.9262], [1.7455, -0.3458, -1.5154], [0.3128, 1.6495, -1.3837]]}



{"formula": "C3Cl2F2", "method": "wB97M-V/def2-TZVPD", "fmax_ev_per_a": 2.11, "e_lumo_ev": -2.5, "relative_energy_kcal_mol": 108.6, "gap_ev": 6.88, "homo_ev": -9.4, "elements": ["C", "C", "C", "F", "F", "Cl", "Cl"], "coordinates": [[0.0631, -1.1873, 0.5952], [-0.3390, 0.8460, 0.7491], [0.6231, 0.1735, -0.0882], [1.9209, 0.1349, 0.2026], [0.6912, 0.1697, -1.4419], [-1.2897, -1.7497, -0.0732], [-1.6696, 1.6130, 0.0563]]}



{"formula": "C9H13LaN", "method": "wB97M-V/def2-TZVPD", "fmax_ev_per_a": 4.28, "e_lumo_ev": 2.6, "total_charge": -1, "gap_ev": 5.08, "homo_ev": -2.5, "elements": ["C", "C", "C", "C", "C", "La", "C", "C", "C", "N", "H", "H", "H", "H", "H", "H", "H", "H", "H", "H", "C", "H", "H", "H"], "coordinates": [[-1.7323, 0.7144, -1.3799], [-0.7706, 0.2563, -2.3345], [0.3125, 1.1924, -2.3556], [0.0167, 2.2315, -1.4124], [-1.2471, 1.9300, -0.8045], [0.4963, 0.0421, 0.1946], [-0.6497, -2.6062, 0.0742], [-1.5959, -2.0062, 0.9253], [-2.8947, -2.3204, 1.2006], [-1.0615, -0.5032, 1.6138], [1.1773, 1.1537, -3.0173], [-0.8829, -0.6148, -2.9795], [0.6154, 3.1238, -1.2303], [-1.7758, 2.5433, -0.0741], [-2.6996, 0.2538, -1.1774], [-0.9797, -3.0408, -0.8683], [-1.7414, -0.2773, 2.3543], [0.3564, -2.8553, 0.4450], [-3.3422, -3.1818, 0.6957], [-3.4696, -1.7479, 1.9138], [2.0525, 1.0601, 1.7868], [2.8990, 0.3679, 1.9436], [1.5017, 1.1730, 2.7378], [2.4357, 2.0411, 1.4649]]}



{"formula": "C29H45O22Rb", "method": "wB97M-V/def2-TZVPD", "fmax_ev_per_a": 1.53, "e_lumo_ev": -0.9, "relative_energy_kcal_mol": 0.0, "gap_ev": 7.33, "homo_ev": -8.3, "elements": ["Rb", "C", "O", "H", "H", "H", "C", "C", "C", "O", "C", "O", "O", "H", "H", "H", "H", "H", "H", "C", "C", "C", "O", "C", "O", "O", "H", "H", "H", "H", "H", "H", "C", "C", "C", "O", "C", "O", "O", "H", "H", "H", "H", "H", "H", "C", "C", "C", "O", "C", "O", "O", "H", "H", "H", "H", "H", "H", "C", "C", "C", "O", "C", "O", "O", "H", "H", "H", "H", "H", "H", "C", "C", "C", "O", "C", "O", "O", "H", "H", "H", "H", "H", "H", "C", "C", "C", "O", "C", "O", "O", "H", "H", "H", "H", "H", "H"], "coordinates": [[2.9429, 2.6999, -1.9873], [0.5481, 0.2328, -0.1605], [0.6107, 1.2311, -1.1109], [1.3219, -0.5698, -0.2476], [0.6639, 0.6214, 0.8676], [-0.3871, -0.3447, -0.2782], [3.4052, 1.1539, 3.1216], [3.4204, 1.3690, 4.5961], [4.6740, 2.0330, 5.2251], [4.1463, 3.1237, 5.9155], [2.8002, 3.1313, 5.9344], [2.1009, 3.8097, 6.6007], [2.3458, 2.2459, 5.0055], [2.5110, 0.6461, 2.7625], [4.2783, 0.5815, 2.7951], [3.5291, 2.1017, 2.5888], [3.1952, 0.4784, 5.1900], [5.4204, 2.3204, 4.4771], [5.2099, 1.3447, 5.8845], [3.9392, -3.6849, -1.4836], [3.3639, -2.4899, -0.7509], [3.9077, -2.1646, 0.6385], [4.7246, -1.0138, 0.3806], [4.3908, -0.4740, -0.8008], [4.7567, 0.6064, -1.1667], [3.6281, -1.2926, -1.5080], [3.5280, -3.7040, -2.4897], [3.7046, -4.6259, -0.9765], [5.0304, -3.7386, -1.4832], [2.2748, -2.5467, -0.6842], [4.5033, -2.9960, 1.0121], [3.1725, -1.8264, 1.3664], [0.0592, -4.1515, -2.4228], [-0.5961, -3.1473, -3.3599], [0.0036, -1.7326, -3.2646], [0.2815, -1.3967, -4.6139], [0.1209, -2.4523, -5.4155], [0.3604, -2.4101, -6.5865], [-0.2518, -3.5344, -4.7130], [1.1061, -4.2754, -2.6856], [-0.5017, -5.0826, -2.3859], [-0.0039, -3.7262, -1.4138], [-1.6818, -3.0691, -3.2983], [0.8806, -1.6634, -2.6189], [-0.7546, -1.0509, -2.8786], [-1.8076, -1.2330, 2.1278], [-1.0331, -2.3502, 2.8113], [0.1415, -2.9315, 1.9758], [1.2932, -2.5896, 2.7319], [0.9586, -2.0917, 3.9275], [1.7238, -1.8661, 4.8108], [-0.3651, -1.8041, 3.9508], [-2.6726, -0.9254, 2.7108], [-2.1217, -1.5432, 1.1301], [-1.1159, -0.3935, 2.0373], [-1.6475, -3.1863, 3.1523], [0.1488, -2.3940, 1.0242], [0.0476, -4.0052, 1.8385], [-0.7840, 1.7503, -4.2471], [-1.5757, 2.3818, -3.1479], [-0.9213, 3.6901, -2.5875], [-1.9958, 4.6115, -2.5495], [-3.0710, 4.1078, -3.2216], [-4.0891, 4.7022, -3.3629], [-2.8113, 2.8916, -3.6629], [0.2054, 1.4871, -3.8603], [-0.6107, 2.4851, -5.0375], [-1.1893, 0.8406, -4.6858], [-1.7881, 1.7068, -2.3200], [-0.1018, 3.9613, -3.2599], [-0.5114, 3.5047, -1.5976], [0.3929, 3.6558, 1.7059], [-1.0391, 3.4616, 1.2707], [-1.9955, 2.8728, 2.3201], [-3.1574, 3.6930, 2.2207], [-2.8849, 4.7736, 1.4718], [-3.6532, 5.6601, 1.2729], [-1.6476, 4.7052, 0.9490], [0.4059, 4.1265, 2.6952], [0.9243, 4.3117, 1.0183], [0.8930, 2.6955, 1.8324], [-1.0097, 2.7857, 0.4050], [-1.5310, 2.9684, 3.3047], [-2.2351, 1.8367, 2.0966], [-3.1931, -0.6832, -1.0347], [-4.3140, -1.6920, -0.8831], [-5.7293, -1.1091, -0.9036], [-6.4743, -2.0448, -1.6836], [-5.6048, -2.7396, -2.4508], [-5.9202, -3.4607, -3.3410], [-4.3439, -2.4754, -2.0950], [-3.3298, 0.0268, -1.8509], [-2.2209, -1.1543, -1.1511], [-3.2203, -0.0380, -0.1492], [-4.2021, -2.3811, -0.0433], [-5.7868, -0.1183, -1.3570], [-6.1133, -1.0509, 0.1145]]}